ORCA calculation (ωB97M-V/def2-TZVPD) on a structure of composition C46H47CuGeOSb2.

Structure (XYZ):
```
98
Properties=species:S:1:pos:R:3:lowdin_charge:R:1
Cu -0.43 -0.18 0.22 0.01
C -2.53 -2.64 -2.10 -0.34
C -1.96 -1.71 -3.18 -0.34
C -2.37 -0.23 -3.01 -0.33
Sb -1.12 1.09 -1.88 1.51
C -2.31 2.77 -2.25 -0.40
C -2.40 3.27 -3.55 -0.12
C -3.30 4.30 -3.83 -0.05
C -4.12 4.80 -2.82 -0.05
C -4.05 4.28 -1.53 -0.06
C -3.14 3.26 -1.24 -0.15
C 0.58 1.08 -3.10 -0.38
C 1.41 -0.05 -2.96 -0.14
C 2.55 -0.17 -3.74 -0.06
C 2.87 0.83 -4.66 -0.06
C 2.05 1.95 -4.79 -0.07
C 0.91 2.09 -4.01 -0.12
Sb -1.53 -2.47 -0.23 1.53
C -0.19 -4.07 -0.39 -0.38
C -0.65 -5.38 -0.59 -0.13
C 0.27 -6.41 -0.77 -0.06
C 1.63 -6.15 -0.74 -0.06
C 2.10 -4.85 -0.54 -0.07
C 1.18 -3.81 -0.36 -0.14
C -2.99 -3.11 1.13 -0.39
C -4.11 -2.29 1.34 -0.14
C -5.08 -2.66 2.26 -0.07
C -4.94 -3.85 2.98 -0.06
C -3.82 -4.66 2.78 -0.06
C -2.84 -4.30 1.86 -0.12
H -2.40 -3.69 -2.38 0.06
H -3.59 -2.47 -1.94 0.07
H -2.34 -2.04 -4.14 0.12
H -0.87 -1.81 -3.25 0.09
H -3.37 -0.13 -2.59 0.07
H -2.37 0.29 -3.96 0.06
H -1.79 2.87 -4.36 0.09
H -3.37 4.70 -4.84 0.12
H -4.82 5.60 -3.04 0.12
H -4.70 4.66 -0.75 0.12
H -3.10 2.86 -0.23 0.10
H 1.17 -0.83 -2.24 0.08
H 3.18 -1.05 -3.64 0.12
H 3.76 0.73 -5.27 0.12
H 2.31 2.73 -5.50 0.12
H 0.29 2.97 -4.12 0.10
H -1.71 -5.60 -0.63 0.11
H -0.09 -7.43 -0.92 0.12
H 2.34 -6.96 -0.87 0.12
H 3.17 -4.65 -0.53 0.11
H 1.55 -2.80 -0.22 0.08
H -4.23 -1.37 0.78 0.09
H -5.95 -2.03 2.41 0.11
H -5.70 -4.14 3.69 0.12
H -3.71 -5.58 3.35 0.12
H -1.97 -4.93 1.72 0.09
C 0.88 -1.50 4.14 -0.05
C -0.01 -1.45 2.94 -0.24
O 0.60 -0.57 1.91 -0.22
H 0.43 -2.17 4.89 0.10
H 1.00 -0.51 4.59 0.08
H 1.87 -1.91 3.88 0.09
H -0.97 -1.00 3.18 0.11
H -0.19 -2.43 2.52 0.09
H 1.51 -0.84 1.77 0.09
C -0.17 3.94 -0.09 -0.21
Ge 0.58 2.40 0.74 1.00
C 0.20 2.46 2.60 -0.33
C 1.11 3.25 3.32 -0.11
C 0.92 3.43 4.69 -0.05
C -0.16 2.81 5.33 -0.05
C -1.06 2.04 4.61 -0.07
C -0.89 1.86 3.24 -0.12
C 2.32 2.09 0.12 -0.25
C 2.51 2.63 -1.14 -0.11
C 3.75 2.52 -1.81 -0.05
C 4.77 1.84 -1.22 0.01
C 4.64 1.28 0.08 -0.15
C 5.75 0.64 0.69 -0.02
C 5.68 0.19 1.98 -0.05
C 4.49 0.37 2.72 -0.05
C 3.39 0.96 2.15 -0.06
C 3.41 1.42 0.80 -0.15
H 0.39 4.77 0.36 0.07
H -1.22 4.02 0.19 0.02
H -0.08 3.98 -1.18 0.02
H 1.96 3.72 2.83 0.12
H 1.62 4.04 5.25 0.12
H -0.29 2.94 6.40 0.12
H -1.91 1.58 5.11 0.12
H -1.62 1.28 2.68 0.10
H 1.70 3.16 -1.64 0.07
H 3.88 2.98 -2.79 0.12
H 5.73 1.73 -1.74 0.13
H 6.66 0.52 0.12 0.12
H 6.55 -0.28 2.44 0.12
H 4.45 0.06 3.76 0.12
H 2.51 1.11 2.74 0.08
```

Results
- HOMO: -13.07 eV
- HOMO-LUMO gap: 6.62 eV
- Charge: +2
- Molar mass: 995.56 g/mol
- DFT total energy: -164728.0195 eV
- LUMO energy: -6.46 eV
- Largest force on an atom: 0.904 eV Å⁻¹

ORCA calculation (ωB97M-V/def2-TZVPD) on a structure of composition C36H23N5O2S2Sc in a non-equilibrium geometry.

Structure (XYZ):
```
69
Properties=species:S:1:pos:R:3:lowdin_charge:R:1
Sc -0.26 -0.32 -1.29 0.82
C -0.76 -4.01 -0.24 -0.04
O -0.42 -2.71 0.25 -0.12
C -0.18 -2.54 1.55 -0.23
C 0.19 -3.53 2.45 -0.04
C 0.43 -3.22 3.77 -0.10
C 0.40 -1.86 4.17 -0.11
C 0.14 -0.84 3.26 -0.03
C -0.13 -1.14 1.92 -0.19
N -0.47 -0.28 0.93 -0.05
N -0.74 0.94 1.40 0.13
C -1.81 1.59 0.92 -0.14
C -2.59 1.10 -0.20 -0.29
O -2.22 0.00 -0.85 -0.20
C -3.77 1.77 -0.54 0.03
C -4.27 2.77 0.31 0.03
C -3.44 3.38 1.31 -0.18
C -3.83 4.54 1.99 -0.03
C -2.96 5.22 2.86 -0.08
C -1.66 4.68 3.10 -0.08
C -1.31 3.51 2.44 -0.04
C -2.15 2.86 1.54 -0.10
H -1.46 -4.52 0.40 0.09
H -1.17 -3.87 -1.25 0.09
H 0.17 -4.63 -0.36 0.11
H 0.31 -4.56 2.12 0.11
H 0.63 -4.02 4.55 0.12
H 0.54 -1.58 5.22 0.09
H 0.28 0.18 3.58 0.10
H -4.33 1.47 -1.42 0.12
H -5.34 3.04 0.24 0.12
H -4.87 4.91 1.92 0.11
H -3.26 6.13 3.38 0.09
H -0.93 5.17 3.79 0.11
H -0.34 3.03 2.68 0.10
S -1.75 0.31 -3.72 0.67
C -1.08 1.79 -3.39 -1.23
S 0.22 2.12 -2.32 0.58
C -1.63 2.92 -4.09 -0.44
C -2.16 2.84 -5.39 -0.31
N -2.66 2.89 -6.43 0.11
C -1.53 4.25 -3.66 -0.31
N -1.47 5.38 -3.35 0.10
C 0.20 -3.65 -4.46 -0.08
C 1.57 -3.85 -4.33 -0.11
C 2.29 -3.24 -3.29 -0.06
C 1.65 -2.34 -2.41 -0.20
C 0.28 -2.03 -2.63 -0.21
C -0.43 -2.69 -3.61 -0.16
C 2.38 -1.77 -1.23 -0.20
C 3.52 -2.43 -0.69 0.00
C 4.18 -1.88 0.40 0.01
C 3.77 -0.64 0.98 -0.12
C 4.38 0.02 2.08 -0.04
C 3.84 1.18 2.57 -0.08
C 2.92 1.91 1.80 -0.06
C 2.37 1.37 0.67 -0.04
C 2.69 0.07 0.28 -0.18
N 2.00 -0.57 -0.73 0.08
H -0.36 -4.19 -5.25 0.10
H 2.15 -4.45 -5.05 0.10
H 3.35 -3.48 -3.13 0.10
H -1.51 -2.52 -3.69 0.08
H 3.82 -3.42 -1.07 0.11
H 5.03 -2.40 0.85 0.11
H 5.22 -0.42 2.54 0.10
H 4.12 1.49 3.56 0.10
H 2.55 2.89 2.19 0.12
H 1.60 1.90 0.10 0.07
```

Results
- HOMO (spin up / spin down): -3.89 / -3.89 eV
- HOMO-LUMO gap (spin up / spin down): 4.63 / 4.64 eV
- Charge: -1
- Molar mass: 666.70 g/mol
- DFT total energy: -91624.0739 eV
- LUMO energy (spin up / spin down): 0.75 / 0.75 eV
- Largest force on an atom: 2.994 eV Å⁻¹

ORCA calculation (ωB97M-V/def2-TZVPD) on an isolated molecule of C4H6N2O2 in a non-equilibrium geometry.

Structure (XYZ):
```
14
Properties=species:S:1:pos:R:3:lowdin_charge:R:1
H 0.59 2.71 0.42 0.03
N -0.26 2.22 0.36 0.16
C -0.37 0.98 -0.16 -0.41
O -1.63 0.69 -0.58 0.17
C -2.32 -0.20 -0.17 -0.36
O -2.10 -1.05 0.75 0.02
N 0.77 0.31 -0.51 -0.05
C 0.98 -1.14 -0.54 -0.12
C 1.67 -0.31 0.60 -0.06
H -3.12 -0.45 -0.66 0.10
H 1.87 -1.46 -1.43 0.18
H -0.10 -1.61 -0.26 0.14
H 2.76 -0.14 0.59 0.10
H 1.24 -0.53 1.59 0.11
```

Results
- HOMO: -9.39 eV
- HOMO-LUMO gap: 10.16 eV
- Molar mass: 114.10 g/mol
- DFT total energy: -11315.5463 eV
- LUMO energy: 0.77 eV
- Largest force on an atom: 11.640 eV Å⁻¹

> What is the DFT total energy in the first record?

-164728.0195 eV